Computed, not measured: a 10-piece molecular cluster, C52H132N8O20 overall, with ωB97M-V/def2-TZVPD.

Structure (XYZ):
```
212
C52H132N8O20, DFT ωB97M-V/def2-TZVPD
C -1.7711 7.0138 -2.8247
O -3.1744 6.9876 -3.2207
C -3.3757 7.4874 -4.5745
C -3.0839 6.4605 -5.7093
N -3.8852 5.2475 -5.4129
C -3.3318 4.1529 -6.1369
C -2.0851 3.4961 -5.4897
O -2.4383 2.6977 -4.3719
C -1.2886 2.2886 -3.5640
H -1.2503 6.3234 -3.4882
H -1.5872 6.5205 -1.8703
H -1.2647 7.9741 -2.7279
H -2.8094 8.3700 -4.8717
H -4.4235 7.7833 -4.5229
H -2.0121 6.2621 -5.7047
H -3.2427 6.8806 -6.7025
H -3.6878 5.0815 -4.4363
H -2.9661 4.4418 -7.1222
H -4.0734 3.3864 -6.3619
H -1.3441 4.2701 -5.2899
H -1.5934 2.7934 -6.1624
H -0.7214 3.1724 -3.2719
H -0.6098 1.6219 -4.0958
H -1.7554 1.7501 -2.7392
C 4.4843 -1.5789 -6.3093
O 4.3325 -1.2257 -4.9127
C 3.5816 0.0194 -4.7379
C 3.6970 0.4303 -3.2374
N 5.0984 0.3845 -2.7929
C 5.2284 0.5503 -1.3448
C 6.6874 0.4898 -1.0770
O 7.2221 -0.7940 -1.3835
C 8.5247 -0.9680 -0.8842
H 3.5857 -1.7289 -6.9078
H 4.9891 -2.5347 -6.4499
H 5.0095 -0.8392 -6.9136
H 2.5412 -0.2559 -4.9109
H 3.9238 0.8095 -5.4063
H 3.1418 -0.1630 -2.5108
H 3.3316 1.4510 -3.1247
H 5.2996 -0.5406 -3.1445
H 4.7172 -0.2733 -0.8463
H 4.8774 1.5031 -0.9486
H 6.9089 0.7317 -0.0375
H 7.1683 1.2883 -1.6420
H 8.9242 -1.8159 -1.4407
H 8.5776 -1.1176 0.1942
H 9.0883 -0.1146 -1.2614
C -4.3217 -5.2468 -0.8054
O -2.9032 -5.3064 -0.6803
C -2.5391 -6.6154 -0.4176
C -0.9661 -6.7323 -0.1349
N -0.2548 -6.2485 -1.3239
C 1.1325 -6.2049 -1.0031
C 1.9076 -5.5092 -2.0950
O 1.7328 -4.0936 -2.0013
C 2.4952 -3.2890 -2.9269
H -4.5367 -5.8519 -1.6861
H -4.5626 -4.2207 -1.0829
H -4.9244 -5.4716 0.0746
H -2.8024 -7.3506 -1.1781
H -3.0495 -6.9107 0.4991
H -0.7283 -7.7782 0.0593
H -0.6942 -6.1748 0.7613
H -0.6497 -5.3333 -1.4866
H 1.5680 -7.2039 -0.9850
H 1.3547 -5.6307 -0.1036
H 1.6417 -5.8898 -3.0812
H 2.9962 -5.5153 -2.1507
H 2.2201 -2.2437 -2.7860
H 2.3833 -3.6665 -3.9433
H 3.5477 -3.4257 -2.6786
C 0.9894 -2.5851 3.3517
O 0.4402 -2.7683 4.6573
C -0.8830 -2.1522 4.7950
C -1.3850 -2.3027 6.2384
N -2.7546 -1.9194 6.3164
C -2.9592 -0.4551 6.2165
C -4.4353 -0.1679 5.9441
O -4.8470 -0.7894 4.7049
C -6.2285 -0.5610 4.2746
H 0.4262 -3.0902 2.5670
H 1.9721 -3.0543 3.3025
H 1.1813 -1.5585 3.0398
H -1.5991 -2.6265 4.1240
H -0.8765 -1.0985 4.5158
H -0.8661 -1.6628 6.9520
H -1.3041 -3.3268 6.6027
H -3.2349 -2.3418 5.5347
H -2.3721 -0.0102 5.4131
H -2.5269 0.0389 7.0867
H -4.6701 0.8965 5.9547
H -4.9859 -0.5786 6.7904
H -6.4258 -0.8994 3.2574
H -6.4755 0.4993 4.3283
H -6.7905 -1.1924 4.9629
C -6.4238 -6.1069 5.2050
O -6.2986 -4.8016 5.6651
C -5.1890 -4.1254 5.1394
C -5.0307 -4.0034 3.5533
N -4.0746 -2.9828 3.2165
C -3.9655 -2.8517 1.7610
C -3.0935 -1.6409 1.4054
O -3.7607 -0.4196 1.6298
C -2.9530 0.7000 1.2729
H -7.2970 -6.6293 5.5958
H -5.6219 -6.6826 5.6671
H -6.4108 -6.2628 4.1262
H -4.3298 -4.6743 5.5249
H -5.2195 -3.1106 5.5360
H -6.0223 -3.6989 3.2185
H -4.7869 -4.9687 3.1097
H -4.2562 -2.0662 3.5998
H -4.9382 -2.7737 1.2752
H -3.4327 -3.7351 1.4092
H -2.6271 -1.7401 0.4253
H -2.2421 -1.6648 2.0855
H -2.4908 0.5096 0.3043
H -2.1860 0.7000 2.0475
H -3.5929 1.5820 1.2465
C 1.0768 0.9238 6.5211
O 1.9994 0.0831 5.8532
C 3.4026 0.2807 6.0780
C 4.2146 -0.7656 5.3144
N 4.1512 -0.4897 3.9174
C 4.9528 -1.3706 3.1039
C 4.6524 -1.2573 1.6392
O 3.4276 -1.9094 1.2742
C 3.5267 -3.2392 0.7932
H 0.0496 0.6947 6.2375
H 1.1990 1.9714 6.2459
H 1.0389 0.8295 7.6064
H 3.5940 0.1211 7.1391
H 3.8154 1.2758 5.9119
H 3.8582 -1.7570 5.5941
H 5.2672 -0.7372 5.5960
H 3.1967 -0.6799 3.6477
H 4.7196 -2.4015 3.3701
H 6.0305 -1.2665 3.2297
H 5.4739 -1.6709 1.0542
H 4.6615 -0.1744 1.5150
H 2.5613 -3.7290 0.6655
H 4.0527 -3.8915 1.4903
H 4.0285 -3.1703 -0.1719
C 0.9156 3.9053 -0.8014
O 1.3341 5.0262 0.0228
C 1.3055 6.3020 -0.5079
C 1.8099 7.4229 0.4793
N 0.9370 7.4073 1.6293
C 1.3240 8.2767 2.7245
C 2.5722 7.6299 3.4508
O 2.2866 6.3499 3.9493
C 3.3886 5.7422 4.5642
H -0.0775 4.0490 -1.2271
H 0.9503 2.9933 -0.2055
H 1.6801 3.6690 -1.5416
H 0.3780 6.6661 -0.9498
H 1.9766 6.2032 -1.3611
H 1.7146 8.3785 -0.0362
H 2.8584 7.1546 0.6088
H 0.9140 6.4568 1.9699
H 0.4466 8.3047 3.3707
H 1.5485 9.2990 2.4201
H 2.8763 8.3494 4.2111
H 3.3771 7.6219 2.7158
H 4.0357 5.4052 3.7545
H 3.0494 4.8229 5.0415
H 3.8779 6.3186 5.3494
C -4.7295 1.1403 -8.8262
O -4.3573 0.0343 -8.0363
C -3.2719 0.4167 -7.2004
C -2.6105 -0.8995 -6.7478
N -1.5610 -0.6506 -5.7667
C -0.6917 -1.8111 -5.6265
C -1.2970 -2.9034 -4.7229
O -1.6455 -2.3033 -3.4380
C -1.8760 -3.3333 -2.4987
H -5.5098 0.7609 -9.4859
H -3.9590 1.5213 -9.4964
H -5.0586 1.9591 -8.1864
H -3.7027 1.0189 -6.4005
H -2.5261 1.0245 -7.7126
H -2.2203 -1.4199 -7.6225
H -3.3531 -1.5873 -6.3435
H -1.9658 -0.5740 -4.8446
H 0.2351 -1.4885 -5.1520
H -0.4956 -2.2256 -6.6154
H -0.5957 -3.7362 -4.6707
H -2.2139 -3.2433 -5.2044
H -1.0228 -4.0028 -2.3895
H -2.7426 -3.9666 -2.6883
H -2.1142 -2.8822 -1.5355
O 0.2442 0.6572 0.8946
C 0.8961 -0.4646 0.3486
C 0.3469 -0.6452 -1.1281
O 0.8321 0.4767 -1.7970
H 0.8215 0.8592 1.6346
H 1.9601 -0.2597 0.4676
H 0.6512 -1.4029 0.8462
H -0.7314 -0.6752 -0.9720
H 0.5969 -1.6282 -1.5273
H 0.7590 1.1590 -1.1256
O 4.2731 2.0662 2.7423
C 3.0563 2.3695 2.1817
C 1.9522 2.4321 3.2362
O 1.4804 1.0314 3.4997
H 4.2095 1.1679 3.0747
H 3.1262 3.3408 1.6919
H 2.7480 1.5899 1.4852
H 1.1090 3.0004 2.8436
H 2.3137 2.8840 4.1599
H 1.8505 0.6649 4.3061
```

Relative energy (zero: lowest compared OMol25 entry of this formula, charge and spin), kJ/mol: 220.00
Structure (SMILES): COCCNCCOC.COCCNCCOC.COCCNCCOC.COCCNCCOC.COCCNCCOC.COCCNCCOC.COCCNCCOC.COCCNCCOC.OCCO.OCCO
Frontier orbital gap, eV: 9.062
Net charge: 0
HOMO energy, eV: -8.45